Here is a structure of composition C18H15ClI2N2O4Pb from the Open Molecules 2025 dataset. Energies are from ωB97M-V/def2-TZVPD.

The geometry in XYZ format:
```
43
Properties=species:S:1:pos:R:3:forces:R:3
Pb -0.102807 0.095090 -1.863901 0.2000 -0.7994 1.0892
O -0.188075 -0.678931 0.288217 -0.0579 0.0638 -0.4212
C -0.712504 -1.673642 0.985170 -0.2154 -0.0931 -1.9939
C -0.640717 -1.577832 2.383646 -0.3797 -0.8991 -0.0643
C -1.106258 -2.614453 3.200708 0.3301 1.3316 -0.9949
C -1.711556 -3.699228 2.598303 -0.1192 -0.7942 0.4223
C -1.876600 -3.764303 1.217241 -0.0822 -0.8579 0.6473
C -1.356927 -2.824348 0.335730 0.3885 0.8374 1.6206
C -1.460834 -3.052870 -1.095712 0.2766 1.5131 -0.7159
N -1.188661 -2.138328 -2.067256 -0.1043 -1.4731 0.6118
C -1.386656 -2.800178 -3.257595 -0.3443 -0.1015 -0.7425
C -1.836863 -4.080182 -3.065258 0.6984 1.1026 0.9853
N -1.871637 -4.206828 -1.668009 0.0756 -0.7706 -0.3909
H -0.195919 -0.658022 2.725435 0.0672 0.0240 0.3740
H -1.044541 -2.517749 4.271755 0.1043 -0.1449 0.1782
H -1.987023 -4.536671 3.252940 -0.2777 0.3432 -0.5588
H -2.435767 -4.638216 0.875907 0.2117 0.2019 -0.2120
H -1.206400 -2.293643 -4.208858 -0.0946 -0.2915 0.3959
H -2.029160 -4.883503 -3.754364 -0.1151 0.0112 0.1585
H -2.007382 -5.093400 -1.173673 0.0341 0.8120 -0.2955
I -3.035299 2.174064 -4.008433 -0.0011 1.2042 0.1622
I -2.991847 4.916811 -3.638781 -0.0062 -1.2018 -0.1578
C 0.206182 3.906422 -1.078677 -0.0221 0.3931 -0.6904
C 0.712814 3.503997 0.288810 0.1077 -0.4886 -0.4280
C 0.414219 4.290320 1.383562 -0.0809 0.0190 0.8248
C 0.811950 3.915665 2.670196 1.6163 -1.2940 -0.6932
Cl 0.602494 4.909312 4.048052 -0.3721 0.5590 0.2863
C 1.564277 2.735454 2.856716 -1.1996 0.0786 -0.5001
C 1.768863 1.878313 1.752645 0.4704 0.7605 1.3954
C 1.478291 2.333063 0.492468 -1.1146 0.1626 -0.5131
O 1.773834 1.566306 -0.620262 0.8581 -0.3952 0.3115
C 2.964436 0.735978 -0.492855 -0.4337 -1.6544 -0.1854
C 3.066221 -0.174255 -1.750535 0.5350 0.2690 -0.5002
O 4.158232 -0.361265 -2.272867 -0.9250 0.1401 0.7355
O 1.947709 -0.707409 -2.160100 -0.1785 0.2092 0.1215
H 0.972913 4.466451 -1.632190 -0.0260 -0.2063 0.0788
H -0.670524 4.571961 -1.056505 0.3074 -0.1728 0.4648
H -0.110658 3.091234 -1.748205 0.3241 -0.0162 0.4542
H -0.122382 5.218523 1.249156 -0.1408 0.0069 -0.0254
H 1.862577 2.483839 3.878158 -0.0557 -0.1364 -0.4923
H 2.176475 0.881523 1.887364 0.0991 0.3712 0.1330
H 2.909862 0.003380 0.367553 -0.2224 0.8850 -0.8440
H 3.885642 1.297548 -0.395697 -0.1353 0.4917 -0.0312
```
Forces are in eV/Å.

Properties
Spin multiplicity: 1
E_tot in eV: -64052.3874
Energy above the lowest of the compared OMol25 structures with the same formula, charge and spin in kJ/mol: 0.0
E_HOMO in eV: -7.771
Gap between HOMO and LUMO in eV: 5.2
Net charge: 0

Electronic structure analysis, Mulliken charges in units of e: atom 1 (Pb): 1.35, atom 2 (O): -0.48, atom 3 (C): 0.74, atom 4 (C): -0.73, atom 5 (C): -0.50, atom 6 (C): -0.77, atom 7 (C): -0.93, atom 8 (C): 0.43, atom 9 (C): 0.27, atom 10 (N): -0.16, atom 11 (C): -0.37, atom 12 (C): -0.57, atom 13 (N): -0.09, atom 14 (H): 0.49, atom 15 (H): 0.40, atom 16 (H): 0.32, atom 17 (H): 0.28, atom 18 (H): 0.39, atom 19 (H): 0.41, atom 20 (H): 0.24, atom 21 (I): 0.01, atom 22 (I): -0.05, atom 23 (C): -1.15, atom 24 (C): 0.78, atom 25 (C): -0.77, atom 26 (C): 0.33, atom 27 (Cl): -0.23, atom 28 (C): -1.08, atom 29 (C): -0.21, atom 30 (C): 0.71, atom 31 (O): -0.26, atom 32 (C): -0.26, atom 33 (C): 0.34, atom 34 (O): -0.66, atom 35 (O): -0.63, atom 36 (H): 0.30, atom 37 (H): 0.34, atom 38 (H): 0.02, atom 39 (H): 0.41, atom 40 (H): 0.37, atom 41 (H): 0.37, atom 42 (H): 0.19, atom 43 (H): 0.39

---

Here is an isolated molecule of C18H15ClN4O2S from the Open Molecules 2025 dataset. Energies are from ωB97M-V/def2-TZVPD.

The geometry in XYZ format:
```
41
Properties=species:S:1:pos:R:3:forces:R:3
O -3.198553 1.396010 -7.271464 0.9256 0.6379 1.5165
Cl 1.763507 -0.477070 7.691406 -0.3064 0.0231 -1.0968
N -0.029677 -1.224937 1.369909 0.4455 -1.0453 0.8554
N -0.210425 0.949546 2.136897 0.0003 1.7069 1.7149
N -0.677914 0.508536 -0.049640 -0.8818 0.1236 -1.9361
O -2.161075 1.780962 -5.241035 -0.6095 0.1492 -1.3965
S 0.782212 0.489486 4.930880 -0.0694 -0.9842 0.1390
C -2.719460 1.005182 -6.228431 -0.5064 -0.3396 -0.4418
C 1.350340 -0.769296 6.010638 0.6268 -0.7827 -0.8203
C 1.544355 -1.984821 5.351486 -0.7664 1.1141 0.4002
C 1.071319 -1.915851 3.996646 0.0205 0.2487 0.4352
C 0.628760 -0.656307 3.615035 0.5304 -1.4763 0.9600
C 0.077794 -0.308035 2.305002 0.7346 -0.2600 0.9498
C -0.441746 -0.747303 0.222123 0.1837 -0.2089 0.1362
C -0.572114 1.329279 0.943943 0.2950 1.5980 0.1673
C -2.309339 -0.756239 -2.168581 -0.8592 -0.2143 0.0567
C -0.315503 -1.577096 -3.191554 -0.5178 -0.2684 -0.5339
C -2.874269 -0.537296 -3.438898 0.0629 0.1742 0.8503
C -0.863759 -1.370982 -4.483447 -0.0091 0.1776 1.6363
C -1.041325 -1.316076 -2.013321 -0.5086 0.5421 -2.8064
C -2.133644 -0.810901 -4.588367 -0.1849 -0.5854 -0.8578
N -0.569028 -1.650221 -0.766212 0.8550 -1.3421 -0.5596
C -2.754933 -0.491970 -5.954528 1.3093 0.1563 1.9472
C 0.183406 3.825419 1.213047 -0.0077 -0.1113 0.1906
C -1.213939 3.727439 1.745096 -0.0815 0.1334 -0.4287
C -0.761724 2.761812 0.647234 -0.6006 0.6623 -0.1707
H -1.894643 1.246546 -4.469552 -0.1611 -0.0067 -0.4688
H 1.925521 -2.884417 5.851573 -0.2294 0.5256 -0.3147
H 1.026126 -2.813688 3.367665 0.0294 0.6743 0.0828
H -2.872662 -0.600752 -1.239223 0.0127 0.1229 -0.6182
H 0.664586 -2.024849 -3.129603 0.2053 -0.0394 0.1218
H -3.909666 -0.146387 -3.563955 0.9052 -0.2851 0.3462
H -0.309521 -1.656627 -5.370829 0.0441 0.1265 0.1176
H 0.152907 -2.364564 -0.764618 -0.4156 -0.0054 0.2940
H -2.220856 -1.004138 -6.739932 -0.0014 -0.0902 -0.3473
H -3.767274 -0.826784 -5.906146 -0.8164 -0.0680 -0.4375
H 0.415001 4.683481 0.545603 -0.0404 -0.8475 0.6597
H 0.958152 3.464244 1.910742 -0.2837 0.2653 -0.7127
H -1.385037 3.303464 2.730882 0.2208 0.0327 -0.1789
H -1.897584 4.535528 1.473804 0.1122 -0.4518 -0.0315
H -1.168592 2.885440 -0.367071 0.3381 0.2176 0.5806
```
Forces are in eV/Å.

Properties
Spin multiplicity: 1
E_tot in eV: -52322.5528
Energy above the lowest of the compared OMol25 structures with the same formula, charge and spin in kJ/mol: 21.2
E_HOMO in eV: -8.915
Gap between HOMO and LUMO in eV: 8.7
Structure (SMILES): O=C(O)Cc1ccc(Nc2nc(-c3ccc(Cl)s3)nc(C3CC3)n2)cc1
Net charge: 0

Electronic structure analysis, Mulliken charges in units of e: atom 1 (O): -0.56, atom 2 (Cl): -0.18, atom 3 (N): -0.67, atom 4 (N): -0.40, atom 5 (N): -0.40, atom 6 (O): -0.50, atom 7 (S): -0.12, atom 8 (C): 0.63, atom 9 (C): 0.27, atom 10 (C): -0.51, atom 11 (C): -0.46, atom 12 (C): 0.30, atom 13 (C): 0.37, atom 14 (C): 0.52, atom 15 (C): 0.05, atom 16 (C): 0.14, atom 17 (C): -0.78, atom 18 (C): -0.33, atom 19 (C): -0.77, atom 20 (C): 0.55, atom 21 (C): 0.21, atom 22 (N): -0.27, atom 23 (C): -1.00, atom 24 (C): -0.54, atom 25 (C): -0.67, atom 26 (C): -0.05, atom 27 (H): 0.46, atom 28 (H): 0.39, atom 29 (H): 0.41, atom 30 (H): 0.39, atom 31 (H): 0.31, atom 32 (H): 0.32, atom 33 (H): 0.37, atom 34 (H): 0.31, atom 35 (H): 0.36, atom 36 (H): 0.33, atom 37 (H): 0.26, atom 38 (H): 0.24, atom 39 (H): 0.24, atom 40 (H): 0.26, atom 41 (H): 0.50

---

Here is a cluster of 3 separate species, C18H15N3O6 in total from the Open Molecules 2025 dataset. Energies are from ωB97M-V/def2-TZVPD.

The geometry in XYZ format:
```
42
Properties=species:S:1:pos:R:3:forces:R:3
C -0.801690 -0.697949 -2.256536 1.6692 -4.7172 0.6852
C 0.192690 -0.843499 -1.250926 -1.4044 -5.2353 1.9434
C -0.026730 -1.767409 -0.201766 0.7536 2.1488 -2.3164
C -1.230880 -2.366899 -0.121746 -1.2764 -1.9792 -0.0434
C -2.196110 -2.268849 -1.125576 -0.3913 0.8825 0.7356
C -1.981170 -1.366989 -2.162666 -0.5880 -1.5161 0.4679
N -1.439320 -3.333549 0.999494 -2.7386 -0.2175 -0.1889
O -2.591550 -3.722429 1.193974 0.5599 0.4715 -0.5498
O -0.535820 -3.685179 1.712814 -0.0296 -0.5820 -0.9138
H -0.638950 0.027381 -3.039996 1.1677 -4.4660 -0.6577
H 1.114750 -0.281209 -1.245836 0.5681 -1.2293 0.6677
H 0.811210 -1.912089 0.464064 -2.2193 0.2071 -1.0765
H -3.172710 -2.722189 -1.041116 0.1577 -0.3323 0.1993
H -2.787260 -1.208619 -2.863776 0.0310 0.0302 -0.2581
C 1.012130 -2.337709 2.857484 -0.3430 -0.5839 1.6575
C 0.898190 -1.128919 3.515704 -0.4700 -1.8790 0.0862
C 1.470600 -0.042679 2.967334 1.0346 1.1326 0.3254
C 2.234300 -0.166249 1.809214 -0.2173 -1.1947 -1.6261
C 2.321610 -1.418249 1.081654 1.0042 1.7871 2.4393
C 1.659100 -2.486509 1.667334 2.2178 -0.1476 0.9572
N 2.728140 1.100871 1.236014 0.1018 1.3268 1.8496
O 2.782500 2.064681 2.006354 -0.0295 -1.1408 -0.7013
O 3.014240 1.187741 0.068014 0.4201 -0.8451 -0.7912
H 0.506460 -3.197549 3.271474 0.3685 0.1793 0.2834
H 0.349250 -1.081309 4.444574 0.0056 0.1238 0.0217
H 1.394140 0.820381 3.612074 0.2962 0.6893 -0.8505
H 2.777390 -1.625719 0.124774 0.2979 0.8093 -0.0457
H 1.509550 -3.408499 1.125144 0.6820 -0.0937 0.1914
C -1.296620 1.345991 -2.572666 -4.1438 5.7216 0.6428
C -0.112270 1.267881 -1.940756 3.0555 3.6476 0.5741
C 0.412920 2.188101 -0.998316 0.4739 -1.0110 -1.7726
C -0.333090 3.273561 -0.737536 -3.3009 0.6706 0.7784
C -1.683410 3.314921 -1.171896 -0.3334 -0.7549 -1.7451
C -2.183500 2.352941 -2.132206 2.1879 1.8211 0.8607
N 0.165290 4.427331 0.045474 1.0472 2.1499 -1.3630
O -0.552690 5.446151 0.140804 0.8629 -2.1716 0.3810
O 1.374280 4.422591 0.275304 -1.4513 -0.2466 0.4354
H -1.676800 0.656251 -3.311666 -0.8284 1.8192 -0.4715
H 0.434940 0.353671 -2.117306 1.3492 4.7821 -1.5715
H 1.439750 2.085071 -0.679886 -0.1679 0.0742 0.0875
H -2.286760 4.180401 -0.940996 0.0068 -0.0480 0.1887
H -3.076110 2.554311 -2.705886 -0.3864 -0.0830 0.4837
```
Forces are in eV/Å.

Properties
Spin multiplicity: 1
E_tot in eV: -35646.8357
Energy above the lowest of the compared OMol25 structures with the same formula, charge and spin in kJ/mol: 911.5
E_HOMO in eV: -8.797
Gap between HOMO and LUMO in eV: 7.8
Structure (SMILES): O=[N+]([O-])c1ccccc1.O=[N+]([O-])c1ccccc1.O=[N+]([O-])c1ccccc1
Net charge: 0

Electronic structure analysis, Mulliken charges in units of e: atom 1 (C): -0.61, atom 2 (C): -0.85, atom 3 (C): 1.71, atom 4 (C): -0.15, atom 5 (C): -0.70, atom 6 (C): -0.56, atom 7 (N): 1.00, atom 8 (O): -0.63, atom 9 (O): -0.61, atom 10 (H): 0.46, atom 11 (H): 0.44, atom 12 (H): -0.21, atom 13 (H): 0.42, atom 14 (H): 0.39, atom 15 (C): -0.40, atom 16 (C): -0.66, atom 17 (C): -0.44, atom 18 (C): 0.34, atom 19 (C): -0.65, atom 20 (C): -0.57, atom 21 (N): 1.04, atom 22 (O): -0.59, atom 23 (O): -0.65, atom 24 (H): 0.47, atom 25 (H): 0.44, atom 26 (H): 0.44, atom 27 (H): 0.45, atom 28 (H): 0.61, atom 29 (C): -0.86, atom 30 (C): 0.18, atom 31 (C): -0.17, atom 32 (C): -0.25, atom 33 (C): -0.54, atom 34 (C): -0.91, atom 35 (N): 0.91, atom 36 (O): -0.59, atom 37 (O): -0.52, atom 38 (H): 0.59, atom 39 (H): 0.38, atom 40 (H): 1.05, atom 41 (H): 0.43, atom 42 (H): 0.37

---

Here is an isolated molecule of C18H15N5O2 from the Open Molecules 2025 dataset. Energies are from ωB97M-V/def2-TZVPD.

The geometry in XYZ format:
```
40
Properties=species:S:1:pos:R:3:forces:R:3
C 2.452062 3.030729 -0.059574 0.2681 -0.0175 0.0250
C 2.999092 1.893210 0.776361 -0.0545 0.3308 -0.1175
O 4.191200 1.735563 0.947651 0.3041 0.0778 -0.0676
N 2.089021 1.065249 1.353231 -0.1324 -0.4065 0.2744
C 0.668473 1.068665 1.129473 -0.1758 0.0084 -0.3685
H 0.340690 2.015230 0.704916 0.0186 -0.0464 0.0598
C 0.302807 -0.098739 0.200236 -0.1352 0.1230 0.2986
C 0.824631 -1.374683 0.812854 0.3861 0.2532 0.1908
C 1.850143 -1.345782 1.669047 -0.2550 0.0972 -0.1656
C 2.557069 -0.097748 2.079762 0.3496 0.0164 0.1490
H 3.632860 -0.187355 1.896351 -0.1885 0.0117 0.0986
H 2.420896 0.056671 3.160856 0.0820 -0.0257 -0.0671
H 2.216181 -2.257376 2.118209 0.0008 -0.1580 0.0434
C 0.158650 -2.614258 0.435840 -0.6745 0.4849 -0.5122
C -0.920339 -2.670832 -0.393798 0.3174 -0.5289 0.3533
N -1.481531 -3.831332 -0.823232 0.0576 0.2292 0.0384
H -2.388585 -3.830200 -1.257663 -0.0148 -0.0261 0.0600
H -1.149361 -4.695689 -0.428029 -0.0365 -0.0636 -0.0455
C -1.508257 -1.386010 -0.957380 0.3189 -0.0795 0.5482
C -2.944511 -1.507604 -1.125647 -0.2377 -0.0674 0.0631
N -4.076100 -1.615617 -1.234262 -0.5831 -0.0899 -0.0496
C -0.917800 -1.180875 -2.270477 0.0780 0.0408 -0.1916
N -0.436264 -1.049271 -3.297005 0.2990 0.1084 -0.5610
C -1.211607 -0.183442 -0.016588 0.1413 0.2779 0.0405
C -1.786598 1.076208 -0.579328 -0.5256 0.1634 0.4004
C -2.900599 1.731439 -0.138293 0.5881 -0.7339 0.1448
O -3.135900 2.820439 -0.880132 -0.4528 0.3309 0.1211
C -2.175888 2.879510 -1.813950 0.7809 -0.3253 -0.4003
C -1.313159 1.836891 -1.685499 -0.2505 0.5000 -0.1375
H -0.463130 1.629973 -2.302077 0.1782 0.0127 -0.1961
H -2.207767 3.696435 -2.506491 -0.1097 0.1520 -0.0471
H -3.579301 1.516987 0.663258 -0.1711 0.0488 0.1036
H -1.700828 -0.394598 0.942813 0.0505 -0.1160 -0.1446
C 0.643255 -3.828231 0.964306 0.0462 -0.3727 0.0642
N 0.995659 -4.836175 1.386766 0.1127 -0.3259 0.1116
H 0.792765 0.060535 -0.769423 -0.0691 0.0516 0.0190
H 0.164397 0.929178 2.094064 -0.0517 0.0545 -0.0794
H 1.827230 3.687317 0.541861 -0.1189 0.0414 -0.0066
H 3.296636 3.599793 -0.438142 -0.0010 -0.0411 0.0198
H 1.873807 2.655794 -0.900864 -0.1399 0.0091 -0.0698
```
Forces are in eV/Å.

Properties
Spin multiplicity: 1
E_tot in eV: -30453.5342
Energy above the lowest of the compared OMol25 structures with the same formula, charge and spin in kJ/mol: 0.0
E_HOMO in eV: -8.643
Gap between HOMO and LUMO in eV: 8.7
Structure (SMILES): CC(=O)N1CC=C2C(C#N)=C(N)C(C#N)(C#N)[C@H](c3ccoc3)[C@H]2C1
Net charge: 0

Electronic structure analysis, Mulliken charges in units of e: atom 1 (C): -1.19, atom 2 (C): 1.13, atom 3 (O): -0.66, atom 4 (N): 0.21, atom 5 (C): -1.58, atom 6 (H): 0.56, atom 7 (C): 1.33, atom 8 (C): 0.61, atom 9 (C): -1.22, atom 10 (C): -1.13, atom 11 (H): 0.52, atom 12 (H): 0.25, atom 13 (H): 0.47, atom 14 (C): 0.85, atom 15 (C): 0.49, atom 16 (N): -0.38, atom 17 (H): 0.21, atom 18 (H): 0.25, atom 19 (C): 2.48, atom 20 (C): -0.57, atom 21 (N): -0.54, atom 22 (C): -0.36, atom 23 (N): -0.57, atom 24 (C): -0.40, atom 25 (C): 0.27, atom 26 (C): -0.61, atom 27 (O): -0.36, atom 28 (C): -0.80, atom 29 (C): -0.55, atom 30 (H): 0.53, atom 31 (H): 0.46, atom 32 (H): 0.48, atom 33 (H): 0.77, atom 34 (C): -1.82, atom 35 (N): -0.58, atom 36 (H): 0.40, atom 37 (H): 0.12, atom 38 (H): 0.36, atom 39 (H): 0.35, atom 40 (H): 0.21

---

Q: Which of these has the lowest E_tot?
A: C18H15ClI2N2O4Pb

---

Q: Which of these has the lowest E_HOMO?
A: C18H15ClN4O2S